Record 1
# C17H29AsN3NiOS3Si2

A structure of composition C17H29AsN3NiOS3Si2 (ωB97M-V with the def2-TZVPD basis set, the OMol25 dataset).

Structure (XYZ):
```
57
C17H29AsN3NiOS3Si2, DFT ωB97M-V with the def2-TZVPD basis set
Ni 0.042 0.869 -1.541
N -0.565 -2.171 1.466
C -0.280 -1.259 0.497
O -1.129 -0.476 0.110
C 1.122 -1.263 -0.059
C 1.175 -0.616 -1.436
H -1.452 -2.094 1.937
H 0.165 -2.719 1.883
H 1.513 -2.289 -0.028
H 1.719 -0.677 0.644
H 0.706 -1.280 -2.181
H 2.210 -0.452 -1.739
S -5.602 -0.794 0.854
C -4.526 -0.390 -0.357
S -3.930 1.212 -0.629
C -2.877 0.641 -1.903
N -3.006 -0.624 -2.129
N -3.926 -1.189 -1.265
C -4.022 -2.608 -1.330
C -5.250 -3.251 -1.273
C -5.293 -4.635 -1.353
C -4.126 -5.371 -1.495
C -2.904 -4.716 -1.562
C -2.847 -3.334 -1.480
S -1.752 1.693 -2.698
H -6.152 -2.672 -1.158
H -6.251 -5.139 -1.307
H -4.168 -6.451 -1.557
H -1.988 -5.281 -1.678
H -1.908 -2.800 -1.539
C -1.150 2.699 1.536
Si 0.720 2.613 1.585
C 1.199 1.236 2.789
C 1.352 4.214 2.361
As 1.468 2.451 -0.614
Si 3.696 1.836 -0.376
C 4.607 3.156 0.619
C 4.431 1.805 -2.110
C 4.198 0.196 0.424
H -1.564 2.864 2.536
H -1.568 1.774 1.138
H -1.479 3.516 0.890
H 0.815 1.468 3.788
H 2.284 1.129 2.865
H 0.781 0.275 2.487
H 0.932 4.348 3.363
H 1.060 5.070 1.749
H 2.440 4.222 2.444
H 4.351 4.159 0.270
H 5.690 3.024 0.534
H 4.346 3.095 1.678
H 4.315 2.778 -2.592
H 3.917 1.068 -2.731
H 5.495 1.553 -2.087
H 3.800 0.089 1.435
H 5.291 0.160 0.490
H 3.871 -0.662 -0.163
```

As for the total charge: -1. The calculation puts the molecular weight at 577.4 g/mol. As for the HOMO energy (spin up / spin down): -4.036 / -4.425 eV. The calculation puts the energy above the lowest of the compared OMol25 structures with the same formula, charge and spin at 14.8 kJ/mol. The value obtained for the orbital gap (spin up / spin down) is 6.705 / 7.097 eV.

Record 2
# C4H10NO

A cluster of 2 separate species, C4H10NO in total (ωB97M-V with the def2-TZVPD basis set, the OMol25 dataset).

Structure (XYZ):
```
16
C4H10NO, DFT ωB97M-V with the def2-TZVPD basis set
C -3.430 -0.444 -0.440
C 2.496 0.238 0.186
C 3.176 -0.743 -0.464
C 0.989 0.770 0.382
N -2.712 0.076 0.480
O -0.188 -0.036 0.045
H -4.440 -0.146 -0.429
H -3.094 -1.063 -1.275
H 3.037 0.808 0.944
H 4.255 -0.761 -0.317
H 2.723 -1.478 -1.094
H 0.992 1.055 1.477
H 0.928 1.676 -0.285
H -3.228 0.591 1.085
H -1.578 -0.069 0.572
H 0.072 -0.476 -0.867
```

As for the total charge: +1. As for the expectation value of S²: 2.006. As for the multiplicity: 3. The calculation puts the molecular weight at 88.1 g/mol. As for the HOMO energy (spin up / spin down): -7.404 / -13.305 eV. The calculation puts the energy above the lowest of the compared OMol25 structures with the same formula, charge and spin at 343.6 kJ/mol. The value obtained for the orbital gap (spin up / spin down) is 1.551 / 2.963 eV.

Record 3
# C26H28N5Pd

A structure of composition C26H28N5Pd (ωB97M-V with the def2-TZVPD basis set, the OMol25 dataset).

Structure (XYZ):
```
60
C26H28N5Pd, DFT ωB97M-V with the def2-TZVPD basis set
Pd -0.104 0.681 -0.068
C 0.543 3.228 1.456
N 0.236 2.753 0.099
C 1.379 3.059 -0.787
C -0.981 3.443 -0.412
C -1.556 2.648 -1.536
C -2.378 3.212 -2.505
C -2.924 2.418 -3.502
C -2.635 1.060 -3.532
C -1.810 0.493 -2.569
C -1.271 1.284 -1.561
H 0.701 4.311 1.449
H 1.446 2.741 1.823
H -0.289 3.003 2.118
H 1.568 4.138 -0.798
H 1.160 2.717 -1.796
H 2.264 2.547 -0.412
H -0.722 4.462 -0.719
H -1.688 3.519 0.416
H -2.590 4.275 -2.483
H -3.565 2.856 -4.255
H -3.052 0.435 -4.312
H -1.596 -0.567 -2.624
C -4.121 -2.945 1.008
C -3.963 -1.572 0.907
C -2.771 -1.046 0.428
C -1.751 -1.902 0.050
C -1.900 -3.279 0.141
C -3.088 -3.796 0.626
N -0.523 -1.293 -0.447
N 0.240 -2.092 -0.999
C 1.492 -1.610 -1.529
C 2.211 -2.580 -2.195
C 3.434 -2.221 -2.752
C 3.858 -0.915 -2.613
C 3.050 -0.019 -1.916
N 1.886 -0.356 -1.378
H -5.049 -3.356 1.384
H -4.768 -0.907 1.190
H -2.632 0.022 0.320
H -1.089 -3.930 -0.152
H -3.211 -4.867 0.707
H 1.810 -3.581 -2.269
H 4.033 -2.949 -3.281
H 4.800 -0.583 -3.026
H 3.360 1.013 -1.793
N -0.305 0.184 2.435
C 0.882 -0.533 2.853
C 2.053 -0.391 2.125
C 3.202 -1.078 2.492
C 3.180 -1.931 3.587
C 2.006 -2.086 4.311
C 0.864 -1.386 3.950
H -1.128 -0.362 2.668
H -0.380 1.055 2.948
H 2.077 0.259 1.254
H 4.110 -0.954 1.916
H 4.071 -2.474 3.872
H 1.979 -2.751 5.165
H -0.049 -1.504 4.523
```

As for the total charge: +1. The calculation puts the molecular weight at 517.0 g/mol. As for the HOMO energy: -11.043 eV. The calculation puts the energy above the lowest of the compared OMol25 structures with the same formula, charge and spin at 0.0 kJ/mol. The value obtained for the orbital gap is 7.235 eV.